C3HFLaO2 | ωB97M-V/def2-TZVPD

Output
molecular weight = 226.94 g mol⁻¹
total charge = +2
total energy = -10774.1146 eV
<S²> = 0.7508
spin multiplicity = 2
lowest unoccupied orbital energy (spin up / spin down) = -0.371 / -0.368 Eh
HOMO-LUMO gap (spin up / spin down) = 6.26 / 7.80 eV
HOMO level (spin up / spin down) = -16.35 / -17.81 eV

Each line ends with the Mulliken spin population.
Element x y z (Å)
1 La -3.839 -0.086 -0.512  0.99
2 F 1.793 0.765 -0.990  0.00
3 O -0.099 -0.480 -0.736  0.01
4 O -0.571 0.511 1.110  0.01
5 C 0.829 0.437 1.193  0.00
6 C 1.155 -0.130 -0.144  0.00
7 C -1.070 0.009 0.010  0.00
8 H 1.803 -1.025 0.070  0.00